No. 1
Entry from OMol25: C4H7N3S in the gas phase (wB97M-V/def2-TZVPD).

Geometry as ORCA input:
```
! RIJCOSX wB97M-V def2-TZVPD def2/J DEFGRID3
* xyz 0 1
C 0.52636 1.95875 -1.44692
N 1.00122 0.72775 -2.10759
C 0.86060 -0.40080 -1.50879
N 0.16852 -0.75876 -0.37226
N -0.36021 0.12653 0.47038
C -0.91643 -0.25966 1.56349
C -0.98301 -1.62837 2.08021
S -1.71957 -2.01176 3.49075
H 0.85988 2.74561 -2.14095
H 1.08186 2.18077 -0.51298
H -0.55892 2.12619 -1.33232
H 1.40232 -1.26662 -1.88963
H 0.34562 -1.68061 -0.03025
H -1.24578 0.53060 2.22219
H -0.46247 -2.38963 1.51466
*
```

The orbital gap comes out at 7.54 eV. The HOMO energy comes out at -8.99 eV.

=====

No. 2
Entry from OMol25: a molecular structure, C33H53N2OP2PbS (wB97M-V/def2-TZVPD).

Geometry as ORCA input:
```
! RIJCOSX wB97M-V def2-TZVPD def2/J DEFGRID3
* xyz 3 1
C -1.72108 -1.29560 -1.66680
C 0.59511 -1.43764 -1.59501
C -1.76035 -2.19983 -2.75650
C 0.55157 -2.63103 -2.34830
C -0.61372 -2.96229 -3.00410
H -2.66621 -2.27732 -3.32955
H 1.48087 -3.20241 -2.43058
H -0.62323 -3.75058 -3.77032
N -0.57532 -1.15937 -0.94451
P -2.91605 0.18645 0.35307
P 3.01499 -0.15789 -0.17958
C -2.80136 -0.23721 -1.44334
H -2.48236 0.68580 -1.95417
H -3.73662 -0.57985 -1.90039
C 0.20960 2.50100 2.61678
O 0.66599 3.44762 3.07130
C 1.80188 -0.53657 -1.63940
H 2.61479 -0.99327 -2.33225
C 4.49558 0.47220 -1.15232
C 3.49201 -1.26441 1.41992
C -3.67126 1.88242 0.30467
C -4.03320 -1.21918 0.93457
C 4.49086 1.99025 -0.85409
H 4.68069 2.20317 0.20937
H 5.29133 2.44857 -1.44617
H 3.54137 2.45200 -1.15680
C 5.83905 -0.15953 -0.69348
H 6.04927 -0.03063 0.38539
H 5.87214 -1.23059 -0.96023
H 6.66280 0.33755 -1.24160
C 4.34871 0.25649 -2.66994
H 5.15838 0.78213 -3.17155
H 4.43463 -0.80147 -2.93594
H 3.41345 0.66184 -3.06389
C 4.27832 -0.30663 2.31902
H 3.66466 0.56176 2.58891
H 4.52624 -0.84854 3.23827
H 5.20649 0.06401 1.88869
C 2.31744 -1.72863 2.29159
H 1.80458 -0.90569 2.79877
H 1.57249 -2.33327 1.77245
H 2.75779 -2.34295 3.08813
C 4.28142 -2.51400 1.03601
H 5.25054 -2.30561 0.58064
H 4.47282 -3.06530 1.97085
H 3.71357 -3.17072 0.36277
C -4.65329 -0.84674 2.28941
H -5.23307 -1.71503 2.64538
H -3.89508 -0.61175 3.05330
H -5.35085 -0.00063 2.20428
C -3.19157 -2.49729 1.08954
H -2.76877 -2.82463 0.13392
H -2.37107 -2.39036 1.81011
H -3.85300 -3.29964 1.44911
C -5.16549 -1.53626 -0.05884
H -5.85532 -2.23450 0.44332
H -5.73511 -0.64420 -0.34140
H -4.78213 -2.02812 -0.96135
C -2.82185 2.80645 -0.57746
H -2.99115 2.62943 -1.64171
H -3.13413 3.83656 -0.37602
H -1.74780 2.74037 -0.37480
C -3.73041 2.48668 1.71826
H -2.73447 2.62008 2.15729
H -4.19658 3.47814 1.62921
H -4.33348 1.89500 2.41727
C -5.10303 1.81969 -0.24712
H -5.14359 1.39520 -1.26042
H -5.78911 1.26835 0.41593
H -5.47455 2.85672 -0.30635
Pb -0.35405 0.28230 1.19528
N 1.01935 1.37769 -0.28043
C 1.41369 0.87662 -1.44344
C 1.15097 1.61016 -2.75165
C 0.85922 2.98746 -2.74176
C 0.95961 0.82791 -3.92486
C 0.71812 3.64064 -3.96354
H 0.72842 3.46538 -1.74282
C 0.84589 1.52550 -5.14739
H 0.85359 -0.28605 -3.89312
C 0.80108 2.92877 -5.16906
H 0.57224 4.70834 -3.96932
H 0.82844 0.95245 -6.06410
H 0.78041 3.47506 -6.08784
C -0.73699 0.08312 5.56654
S -1.38682 -0.91297 4.19996
C -0.62235 -2.47443 4.63345
H -1.59209 0.30777 6.21328
H -0.00809 -0.53022 6.10390
H -0.27637 0.99940 5.18412
H -0.12867 -2.90813 3.76289
H 0.09944 -2.29878 5.42902
H -1.42084 -3.12674 4.98972
*
```

The orbital gap (alpha / beta) comes out at 5.15 / 4.97 eV. The HOMO energy (alpha / beta) comes out at -15.84 / -15.77 eV.

=====

No. 3
Entry from OMol25: a molecular structure, C31H50F30N8O21S10 (wB97M-V/def2-TZVPD).

Geometry as ORCA input:
```
! RIJCOSX wB97M-V def2-TZVPD def2/J DEFGRID3
* xyz -2 1
C 1.41103 5.67732 3.07400
N 0.82652 4.48895 3.86342
C 0.30411 5.01328 5.20446
C -0.41578 3.91426 3.15197
C 1.90872 3.31341 3.88245
C 1.43601 2.09948 4.70428
O 0.46154 1.30751 4.17610
H 0.84811 6.58931 3.27272
H 1.32454 5.44489 2.01260
H 2.46781 5.68991 3.34077
H -0.58609 5.63258 5.09442
H 1.05134 5.44948 5.86738
H 0.04736 4.16811 5.84310
H -0.27068 3.36470 2.22190
H -1.09418 4.68629 2.78888
H -0.98020 3.32979 3.87856
H 2.79733 3.68904 4.38976
H 2.35647 3.10673 2.91038
H 1.15775 2.45257 5.69726
H 2.18370 1.31238 4.80195
H 0.26038 0.64718 4.84326
C 2.76898 2.43511 -3.65537
C 3.09721 2.07907 -5.08954
C 2.95735 0.60278 -5.34079
N 3.63451 0.10020 -6.61469
C 3.34662 1.03396 -7.84050
C 3.24303 -1.36873 -6.89987
C 4.09170 -2.29002 -6.16129
C 5.31580 -1.42273 -5.68628
C 5.12944 -0.07376 -6.36277
H 2.79971 3.51446 -3.50652
H 3.42598 1.93364 -2.94475
H 1.73464 2.17217 -3.43377
H 4.02294 2.56560 -5.39682
H 2.43373 2.68889 -5.70276
H 1.90952 0.34814 -5.49988
H 3.46396 0.06663 -4.53830
H 3.56762 0.47903 -8.75227
H 3.79698 2.02347 -7.76225
H 2.26632 1.04252 -7.69565
H 3.21115 -1.55857 -7.97274
H 2.20658 -1.57694 -6.63436
H 4.39846 -3.16951 -6.72741
H 3.63503 -2.69873 -5.25989
H 6.23664 -1.87557 -6.05382
H 5.35005 -1.35329 -4.59903
H 5.67054 -0.14665 -7.30617
H 5.49706 0.77356 -5.78398
C -4.07929 -1.05250 1.66274
C -2.74258 -1.37485 1.06462
C -1.53358 -0.30733 1.20245
N -0.07325 -0.71876 0.84148
C 0.44345 -1.60582 1.97785
C 0.01428 -1.26906 -0.62059
C 0.37645 -0.08878 -1.49558
C 0.63024 1.09945 -0.62473
C 0.82527 0.47335 0.74906
H -4.11520 -0.85209 2.73356
H -4.79403 -1.86593 1.53789
H -4.50948 -0.14624 1.23645
H -2.75738 -1.69402 0.02250
H -2.44401 -2.19165 1.72173
H -1.49809 0.06237 2.22723
H -1.79871 0.50522 0.52600
H -0.31629 -2.32596 2.28168
H 0.88946 -1.09069 2.82862
H 1.25054 -2.14339 1.48013
H 0.79390 -2.02967 -0.66240
H -0.92762 -1.80453 -0.73967
H 1.25597 -0.46133 -2.02070
H -0.27606 0.16090 -2.33223
H 1.51200 1.64821 -0.95561
H -0.23337 1.76389 -0.59643
H 1.83785 0.08312 0.85160
H 0.66708 1.24095 1.50660
C -1.11981 -5.04157 -6.95653
F -1.99651 -4.37880 -7.69738
F -1.82931 -5.92344 -6.17299
F -0.19558 -5.68889 -7.47464
S -0.13496 -3.82474 -5.81721
O 1.11974 -3.46046 -6.52788
O -1.03790 -2.79648 -5.37807
N 0.31555 -4.94328 -4.55686
S 0.48124 -4.01691 -3.32610
O 0.92650 -2.57396 -3.47844
O -0.73983 -4.18556 -2.52083
C 1.81429 -4.94802 -2.19796
F 2.88785 -5.45045 -2.92561
F 2.34583 -4.10967 -1.25942
F 1.32747 -5.93554 -1.55309
C -2.92738 -0.15989 5.17664
F -2.57950 0.78127 4.28386
F -4.19875 -0.12062 5.38856
F -2.65774 -1.36552 4.61629
S -1.95756 0.08174 6.77198
O -2.12340 1.42269 7.26285
O -2.51480 -0.89367 7.68716
N -0.26756 -0.10350 6.18819
S 0.48981 -0.60888 7.40778
O 1.85232 -0.14932 7.39599
O -0.09920 -0.57171 8.78615
C 0.62803 -2.58699 6.93976
F 0.86330 -2.67776 5.64724
F 1.69549 -3.16761 7.49553
F -0.52258 -3.16851 7.22423
C -3.69206 3.52280 -0.12271
F -4.39831 4.54460 0.50584
F -2.48022 3.92763 -0.43593
F -3.47440 2.49925 0.76612
S -4.57903 2.72138 -1.70192
O -4.64905 1.25844 -1.54439
O -5.90684 3.38660 -1.78233
N -3.70247 3.50310 -2.99996
S -2.62259 2.46169 -3.32693
O -1.82369 1.99620 -2.17829
O -3.06222 1.48501 -4.34289
C -1.25937 3.63315 -4.29324
F -0.13899 2.95943 -4.59843
F -1.76273 4.08708 -5.45465
F -0.98463 4.69486 -3.57748
C 5.39788 -1.44050 4.26876
F 4.45259 -2.21697 4.91456
F 6.48255 -1.03962 5.03902
F 5.84193 -2.27140 3.36668
S 4.57641 0.15752 3.42802
O 3.35454 -0.38281 2.81409
O 4.44636 1.15229 4.52522
N 5.82094 0.76519 2.35232
S 5.12693 1.66054 1.43708
O 4.37954 0.96398 0.40700
O 4.39714 2.80538 2.03590
C 6.74933 2.44141 0.53371
F 7.17985 3.44216 1.27204
F 7.75873 1.48419 0.56503
F 6.43404 2.87691 -0.70485
C -8.13446 -1.70353 3.61504
F -7.62632 -2.28542 4.70401
F -8.77363 -0.71364 4.03154
F -7.24967 -1.48969 2.71542
S -9.39904 -2.99382 2.97790
O -9.88285 -3.50568 4.27863
O -10.40238 -2.26258 2.23845
N -8.50272 -4.14194 2.06601
S -8.55814 -3.77794 0.54950
O -9.54679 -4.61349 -0.15735
O -8.51868 -2.33130 0.20681
C -6.86558 -4.52249 -0.12295
F -5.78264 -3.74482 0.33945
F -6.67759 -5.81551 0.18096
F -6.89158 -4.32836 -1.42233
*
```

The orbital gap comes out at 6.77 eV. The HOMO energy comes out at -4.93 eV.

=====

No. 4
Entry from OMol25: a molecular structure, H2N2O3 (wB97M-V/def2-TZVPD).

Geometry as ORCA input:
```
! RIJCOSX wB97M-V def2-TZVPD def2/J DEFGRID3
* xyz 0 1
N -0.71562 -0.22862 -0.55974
N 0.44699 -0.02750 0.38835
O 0.21839 1.22128 -0.07677
O -1.89445 -0.10599 0.02435
O 1.61136 -0.53869 -0.15845
H -1.79526 -0.52998 0.83885
H 2.12859 0.20950 -0.45660
*
```

The orbital gap (alpha / beta) comes out at 9.34 / 9.34 eV. The HOMO energy (alpha / beta) comes out at -10.01 / -10.01 eV.

=====

F_max values (in eV/A) by entry order: 2.22, 4.93, 7.53, 3.31.
Energy above the lowest of the compared OMol25 structures with the same formula, charge and spin values (in kJ/mol) by entry order: 339.9, 278.9, 678.6, 279.6.